{"formula": "C5H6ClN2S", "method": "wB97M-V/def2-TZVPD", "symbols": ["C", "C", "C", "C", "C", "N", "N", "S", "Cl", "H", "H", "H", "H", "H", "H"], "xyz": [[-0.5898, -0.9222, -2.1916], [-0.9475, -1.8631, -1.3330], [-1.3627, -1.0930, -3.4518], [-1.7784, -4.0967, -1.2680], [-1.9967, -2.7805, -1.9487], [-2.1171, -2.1225, -3.5453], [3.8146, 5.8735, 5.5116], [-1.4581, -5.3651, -0.4773], [-1.5531, 0.1246, -4.5780], [0.1946, -0.1145, -2.0960], [-0.4798, -1.9552, -0.4414], [-3.0217, -2.5281, -1.4222], [2.8162, 5.5500, 5.6204], [4.2294, 6.2697, 6.3562], [4.2502, 5.0229, 5.2649]], "forces_ev_per_angstrom": [[0.975, 1.156, -0.985], [-0.713, 0.585, -2.810], [-0.587, -0.666, 1.592], [0.718, -0.921, -1.014], [-1.007, 0.974, 1.292], [-0.159, -2.058, 2.288], [-2.055, 0.206, -0.043], [-0.754, 2.298, -1.407], [0.372, 0.425, -0.687], [-1.182, -1.088, 0.148], [0.969, -0.584, 2.909], [1.367, -0.118, -1.328], [1.443, 1.092, 0.425], [-0.533, -0.462, -0.221], [1.146, -0.837, -0.159]], "lumo_ev": -6.7, "gap_ha": 0.1638, "total_charge": 1}

{"formula": "C5H6ClN3O2", "method": "wB97M-V/def2-TZVPD", "symbols": ["C", "C", "C", "N", "N", "C", "Cl", "C", "N", "O", "O", "H", "H", "H", "H", "H", "H"], "xyz": [[-1.1011, -0.3989, 0.8233], [-0.2952, 0.6270, 0.0340], [1.1648, 0.4470, 0.3153], [2.0978, 0.5942, -0.5872], [3.2753, 0.5725, 0.0551], [3.2037, 0.6596, 1.4039], [4.6692, 0.7953, 2.2637], [1.9237, 0.4820, 1.8634], [1.4227, 0.3450, 3.1239], [2.2959, 0.1394, 3.9317], [0.2597, 0.6063, 3.3553], [-1.1307, -1.3841, 0.3629], [-2.0582, 0.1725, 1.0442], [-0.5483, -0.5142, 1.7977], [-0.3792, 1.6120, 0.4893], [-0.4714, 0.5790, -1.0943], [4.1372, 0.6579, -0.4627]], "forces_ev_per_angstrom": [[-0.074, 1.505, 1.482], [1.327, -0.926, -0.657], [2.010, 0.787, 2.312], [-1.224, -1.024, 1.000], [0.871, 0.918, 0.657], [0.166, -1.215, 0.487], [-0.070, 0.038, -0.078], [-1.151, 0.122, -7.838], [0.328, 1.505, 0.602], [0.259, -0.726, 1.856], [-0.437, -0.359, 0.343], [-0.575, 0.222, -0.211], [0.627, -1.710, -0.217], [-1.104, -0.050, -0.955], [-1.001, 0.315, -0.453], [0.219, 0.467, 1.610], [-0.171, 0.131, 0.061]], "lumo_ev": -0.5, "gap_ha": 0.3435, "smiles": "CCc1n[nH]c(Cl)c1[N+](=O)[O-]", "total_charge": 0}

{"formula": "C5H6ClNO", "method": "wB97M-V/def2-TZVPD", "symbols": ["O", "C", "C", "C", "C", "C", "Cl", "N", "H", "H", "H", "H", "H", "H"], "xyz": [[2.3795, -1.8729, 0.0125], [1.6397, -0.9074, 0.0647], [1.0652, -0.0224, -0.9793], [0.2796, 0.7271, 0.2133], [-1.2354, 0.7915, 0.0303], [-2.1364, -0.1437, -0.0663], [-1.7479, -1.8656, 0.0586], [0.9356, -0.2278, 1.1136], [1.6815, 0.6800, -1.4610], [0.4356, -0.5883, -1.6545], [0.5089, 1.7472, 0.3653], [-1.4878, 1.8941, 0.2558], [-3.1560, 0.1177, -0.0134], [0.8379, -0.3296, 2.0603]], "forces_ev_per_angstrom": [[-1.128, 1.473, 0.536], [0.654, -0.948, 1.614], [-1.731, 0.925, 1.092], [-0.647, -2.202, -1.560], [1.668, 2.435, 1.674], [0.351, -1.102, 0.600], [-0.296, 0.863, -0.392], [0.830, -0.195, -4.098], [1.150, 0.393, -0.849], [-0.149, 0.151, -0.229], [1.160, 0.937, 0.222], [-0.612, -1.930, -0.996], [-1.121, -0.247, -0.223], [-0.128, -0.554, 2.610]], "lumo_ev": 0.7, "gap_ha": 0.3851, "smiles": "O=C1C[C@@H](/C=C\\Cl)N1", "total_charge": 0}

{"formula": "C5H6ClNO", "method": "wB97M-V/def2-TZVPD", "symbols": ["C", "C", "C", "C", "C", "N", "O", "Cl", "H", "H", "H", "H", "H", "H"], "xyz": [[-1.4823, 1.6763, -0.1335], [0.6835, -0.9884, 0.1209], [1.2937, -0.3535, 1.3604], [0.9067, -0.4256, -1.1282], [-1.7530, 0.4667, -0.7325], [-1.1010, 2.6637, 0.2855], [-0.0960, -2.0045, 0.1831], [-2.1060, -0.9429, 0.1017], [2.2604, -0.6597, 1.7155], [0.5015, -0.5039, 2.0038], [1.4844, 0.6699, 1.1468], [1.0743, 0.6812, -1.1304], [0.4603, -0.8279, -2.0425], [-2.1266, 0.5487, -1.7507]], "forces_ev_per_angstrom": [[-0.082, -1.940, -0.387], [0.515, -3.186, 0.427], [0.068, -0.081, -2.081], [-0.189, 2.097, -1.218], [-1.866, 0.096, -0.839], [0.737, 2.387, 1.055], [3.813, 0.932, 0.316], [-2.699, 1.225, 0.059], [0.158, -1.121, 0.058], [-1.133, 0.070, 2.352], [-0.356, 1.189, -0.037], [0.402, -1.119, -0.227], [0.344, -0.188, 0.456], [0.288, -0.362, 0.065]], "lumo_ev": [0.7, -2.6], "s2": 2.04, "multiplicity": 3, "gap_ha": [0.3341, 0.2732], "total_charge": 0}

{"formula": "C5H6ClP", "method": "wB97M-V/def2-TZVPD", "symbols": ["C", "C", "C", "C", "C", "P", "Cl", "H", "H", "H", "H", "H", "H"], "xyz": [[0.3277, -1.7709, 0.4767], [0.3723, -0.8322, -0.4446], [0.5117, 0.5372, -0.1141], [-0.4080, 1.3775, 0.1413], [-1.8156, 1.0398, 0.2219], [-2.5620, -0.4242, -0.1150], [-4.5268, -0.1265, -0.0789], [0.2864, -2.7957, 0.0780], [0.1263, -1.6219, 1.6158], [0.6568, -0.9122, -1.5442], [1.4769, 0.9311, -0.0949], [-0.1438, 2.3625, 0.3115], [-2.4824, 1.8219, 0.4204]], "forces_ev_per_angstrom": [[-1.056, -1.666, 0.967], [1.597, -0.103, -1.286], [1.846, -0.608, -0.099], [-3.467, 0.610, 0.737], [-0.619, -1.134, -0.660], [2.001, -0.594, -0.069], [-1.494, 0.710, 0.187], [0.176, 0.235, 0.704], [0.549, -0.009, -2.385], [-0.812, -1.039, 1.304], [1.816, 0.377, -0.206], [0.322, 1.934, 0.469], [-0.860, 1.286, 0.339]], "lumo_ev": -0.2, "gap_ha": 0.3065, "smiles": "C=C/C=C\\C=P\\Cl", "total_charge": 0}

{"formula": "C5H6CuLiO4", "method": "wB97M-V/def2-TZVPD", "symbols": ["O", "C", "O", "O", "C", "C", "Li", "H", "H", "H", "H", "Cu", "C", "C", "O", "H", "H"], "xyz": [[-3.5166, 1.0834, 0.1638], [-2.6475, 0.1671, 0.0069], [-2.9051, -1.0328, -0.1125], [-1.3931, 0.6562, 0.0226], [-0.2796, -0.2397, -0.1348], [0.9826, 0.5446, -0.0055], [-5.3878, -0.4724, 0.0350], [-0.3542, -0.7338, -1.1131], [-0.3563, -1.0181, 0.6414], [1.0561, 1.1588, 0.8969], [1.3168, 1.0508, -0.9150], [-2.4848, 2.8146, 0.4513], [2.6657, -0.9941, 0.1293], [3.8966, -0.4286, -0.1753], [4.4473, 0.5543, -0.4978], [2.3784, -1.7913, -0.5640], [2.5816, -1.3189, 1.1709]], "forces_ev_per_angstrom": [[-1.104, 1.193, 0.188], [0.300, -1.428, 0.060], [-0.385, 0.592, -0.049], [-0.424, 0.734, 0.010], [0.805, -1.067, 0.044], [0.694, -0.300, -0.277], [1.294, 0.195, -0.020], [-0.054, 0.170, 0.249], [-0.090, 0.277, -0.213], [0.187, -0.336, -0.160], [-0.045, -0.106, 0.310], [-0.159, -0.774, -0.175], [-0.690, -0.223, 0.263], [-0.467, 1.782, -0.355], [0.116, -1.179, 0.273], [-0.018, 0.303, 0.094], [0.040, 0.169, -0.243]], "lumo_ev": [-4.7, -4.7], "s2": 0.80, "multiplicity": 2, "gap_ha": [0.1863, 0.2840], "total_charge": 1}

{"formula": "C5H6CuO2", "method": "wB97M-V/def2-TZVPD", "symbols": ["C", "C", "C", "C", "O", "Cu", "H", "H", "H", "H", "C", "O", "H", "H"], "xyz": [[0.5876, 1.6046, 0.1620], [-0.0140, 0.5015, -0.0389], [-0.1171, -0.9187, -0.4276], [1.0681, -1.3857, -1.2235], [1.6057, -2.4635, -1.0732], [1.6205, -3.8590, 0.5525], [1.4268, 2.2872, 0.1632], [-1.0008, -1.0460, -1.0793], [-0.2710, -1.5662, 0.4460], [1.4469, -0.6853, -1.9948], [-1.1132, 1.7472, 0.5691], [-1.6244, 1.5213, 1.8188], [-1.9131, 1.9089, -0.1731], [-1.7021, 2.3537, 2.2986]], "forces_ev_per_angstrom": [[-2.851, 1.911, 0.991], [-2.831, 1.086, 1.168], [-0.034, -0.109, -0.139], [0.178, -0.302, 0.099], [-0.038, 0.413, -0.215], [-0.049, -0.037, 0.071], [-0.028, -0.353, -0.059], [0.202, 0.068, 0.183], [0.091, 0.124, -0.157], [-0.054, -0.145, 0.111], [3.843, -2.854, -2.571], [0.351, -0.106, 0.606], [1.046, 0.327, -0.044], [0.175, -0.023, -0.044]], "lumo_ev": [0.2, 0.0], "s2": 0.75, "multiplicity": 2, "gap_ha": [0.2230, 0.3247], "total_charge": 0}

{"formula": "C5H6CuO4S", "method": "wB97M-V/def2-TZVPD", "symbols": ["O", "C", "Cu", "C", "C", "O", "O", "C", "S", "C", "O", "H", "H", "H", "H", "H", "H"], "xyz": [[0.2373, -4.0597, -0.0988], [-0.1856, -3.0149, -0.2641], [-0.8764, -1.3690, -0.5361], [-2.4658, -1.1825, 0.2906], [-1.0278, -1.0214, -2.3139], [-3.4777, -1.0796, 0.8038], [-1.1340, -0.8188, -3.4302], [1.9954, 1.2341, 1.2832], [0.7861, 0.1930, 0.4624], [-0.4048, 1.6031, 0.0979], [1.6924, -0.2832, -0.6497], [1.5521, 1.7079, 2.1113], [2.3838, 1.9310, 0.5202], [2.7808, 0.5623, 1.5838], [0.1540, 2.3572, -0.4402], [-1.2409, 1.2623, -0.4875], [-0.7687, 1.9784, 1.0674]], "forces_ev_per_angstrom": [[-1.279, 2.885, -0.517], [2.697, -5.424, 1.117], [0.239, 0.139, 0.001], [-4.987, 0.958, 3.037], [-0.145, 1.436, -5.598], [2.724, -0.392, -1.494], [0.224, -0.675, 3.146], [1.005, -0.545, -0.222], [0.841, 2.660, 0.108], [0.100, -0.664, -0.148], [-1.155, -0.283, -0.574], [-0.570, 0.670, 1.076], [-0.436, -0.270, 0.197], [0.407, -0.201, 0.300], [0.263, 0.159, -0.092], [-0.271, -0.112, -0.251], [0.344, -0.341, -0.085]], "lumo_ev": [-9.9, -12.9], "s2": 0.76, "multiplicity": 2, "gap_ha": [0.3873, 0.2772], "total_charge": 2}

Table of molecular weight (g mol⁻¹), in record order: 161.64 175.57 131.56 131.56 132.53 200.59 161.65 225.71